DFT (ωB97M-V with the def2-TZVPD basis set) results for an isolated molecule of C2HF4P.

Structure (ORCA input):
```
! RIJCOSX wB97M-V def2-TZVPD def2/J DEFGRID3
* xyz 0 1
C -0.124 0.422 -0.487
C 0.796 -0.268 0.374
F -2.491 0.982 -0.625
F 1.221 -1.724 -0.059
F 0.126 -0.456 1.470
F 2.218 0.236 0.714
P -1.652 -0.481 -0.456
H -0.095 1.288 -0.931
*
```

The value obtained for the strongest force on any atom is 7.5 eV/Å. The calculation puts the LUMO energy (alpha / beta) at -1.92 / -1.92 eV. The HOMO energy (alpha / beta) comes out at -10.36 / -10.36 eV. As for the SMILES: F/P=C/C(F)(F)F. For the energy above the lowest of the compared OMol25 structures with the same formula, charge and spin, the calculation gives 276.0 kJ/mol.


DFT (ωB97M-V with the def2-TZVPD basis set) results for a structure of composition C2HF6NO5PbS2.

Structure (ORCA input):
```
! RIJCOSX wB97M-V def2-TZVPD def2/J DEFGRID3
* xyz 0 1
Pb 2.070 0.743 0.828
N -1.247 -0.748 -0.062
S -1.034 -0.304 1.429
O -1.667 -1.220 2.359
O 0.374 0.093 1.758
C -1.942 1.319 1.610
F -3.225 1.124 1.382
F -1.463 2.188 0.738
F -1.769 1.774 2.836
S -0.228 -0.339 -1.271
O -1.011 -0.061 -2.492
C 0.511 -2.033 -1.580
F 1.213 -2.413 -0.526
F -0.436 -2.918 -1.826
F 1.310 -1.948 -2.632
O 3.099 1.991 -0.426
H 3.809 1.710 -1.011
O 1.638 1.040 -1.113
*
```

The value obtained for the strongest force on any atom is 5.8 eV/Å. The calculation puts the LUMO energy (alpha / beta) at -2.12 / -2.12 eV. The HOMO energy (alpha / beta) comes out at -9.87 / -9.87 eV. For the energy above the lowest of the compared OMol25 structures with the same formula, charge and spin, the calculation gives 209.5 kJ/mol.


DFT (ωB97M-V with the def2-TZVPD basis set) results for an isolated molecule of C2HFINO2.

Structure (ORCA input):
```
! RIJCOSX wB97M-V def2-TZVPD def2/J DEFGRID3
* xyz 0 1
C 0.460 0.244 -0.160
C -0.559 1.081 -0.049
N 0.496 -1.191 -0.037
O -0.441 -1.799 -0.539
O 1.471 -1.651 0.495
F -0.384 2.393 0.052
I -2.653 0.475 0.050
H 1.609 0.447 0.187
*
```

The value obtained for the strongest force on any atom is 5.1 eV/Å. The calculation puts the LUMO energy at -0.70 eV. The HOMO energy comes out at -10.30 eV. As for the SMILES: O=[N+]([O-])/C=C(/F)I. For the energy above the lowest of the compared OMol25 structures with the same formula, charge and spin, the calculation gives 38.4 kJ/mol.


DFT (ωB97M-V with the def2-TZVPD basis set) results for a structure of composition C2HFNaO2.

Structure (ORCA input):
```
! RIJCOSX wB97M-V def2-TZVPD def2/J DEFGRID3
* xyz 0 2
C 0.038 0.345 0.970
H 0.262 -0.179 1.916
F 0.633 1.605 1.002
Na -2.456 -0.157 -0.120
O 1.562 -0.165 -1.450
C 0.536 -0.554 -0.992
O -0.575 -0.895 -1.326
*
```

The value obtained for the strongest force on any atom is 2.7 eV/Å. The calculation puts the LUMO energy (alpha / beta) at -1.15 / -1.36 eV. The HOMO energy (alpha / beta) comes out at -7.16 / -8.05 eV. For the energy above the lowest of the compared OMol25 structures with the same formula, charge and spin, the calculation gives 198.6 kJ/mol. The expectation value of S² is 0.75.


DFT (ωB97M-V with the def2-TZVPD basis set) results for a structure of composition C2HFNiO.

Structure (ORCA input):
```
! RIJCOSX wB97M-V def2-TZVPD def2/J DEFGRID3
* xyz 0 3
H -0.427 1.517 0.927
O -0.693 0.212 1.261
C 0.834 -0.180 -0.434
C 0.393 0.546 0.554
Ni -0.330 -1.720 -0.216
F 0.223 -0.375 -2.092
*
```

The value obtained for the strongest force on any atom is 3.7 eV/Å. The calculation puts the LUMO energy (alpha / beta) at -1.29 / -2.10 eV. The HOMO energy (alpha / beta) comes out at -8.36 / -8.90 eV. For the energy above the lowest of the compared OMol25 structures with the same formula, charge and spin, the calculation gives 372.0 kJ/mol. The expectation value of S² is 2.44.


DFT (ωB97M-V with the def2-TZVPD basis set) results for a cluster of 2 separate species, C2HFO in total.

Structure (ORCA input):
```
! RIJCOSX wB97M-V def2-TZVPD def2/J DEFGRID3
* xyz 0 1
C 0.321 0.178 -0.892
C -1.347 0.701 1.380
O -0.914 -0.348 1.332
F 1.689 0.427 -0.847
H 0.251 -0.958 -0.972
*
```

The value obtained for the strongest force on any atom is 2.8 eV/Å. The calculation puts the LUMO energy at -0.65 eV. The HOMO energy comes out at -10.03 eV. For the energy above the lowest of the compared OMol25 structures with the same formula, charge and spin, the calculation gives 218.9 kJ/mol.


DFT (ωB97M-V with the def2-TZVPD basis set) results for a cluster of 2 separate species, C2HFO3 in total.

Structure (ORCA input):
```
! RIJCOSX wB97M-V def2-TZVPD def2/J DEFGRID3
* xyz 0 1
C -3.712 -0.202 0.019
C -0.146 0.004 0.825
O -3.576 -0.165 -1.138
O -0.889 -0.841 1.118
O -3.790 -0.220 1.136
F 1.022 -0.224 0.247
H -0.215 0.971 1.004
*
```

The value obtained for the strongest force on any atom is 5.0 eV/Å. The calculation puts the LUMO energy at 0.58 eV. The HOMO energy comes out at -12.18 eV. As for the SMILES: O=C=O.O=CF. For the energy above the lowest of the compared OMol25 structures with the same formula, charge and spin, the calculation gives 30.0 kJ/mol.


DFT (ωB97M-V with the def2-TZVPD basis set) results for a structure of composition C2HFOV.

Structure (ORCA input):
```
! RIJCOSX wB97M-V def2-TZVPD def2/J DEFGRID3
* xyz 2 4
H -0.794 -1.568 0.498
C 0.168 0.008 -0.068
C -0.971 -0.653 -0.140
O 1.227 0.489 -0.294
F -2.136 -0.026 -0.130
V 2.505 1.750 0.134
*
```

The value obtained for the strongest force on any atom is 2.5 eV/Å. The calculation puts the LUMO energy (alpha / beta) at -12.66 / -12.01 eV. The HOMO energy (alpha / beta) comes out at -19.58 / -19.68 eV. For the energy above the lowest of the compared OMol25 structures with the same formula, charge and spin, the calculation gives 33.3 kJ/mol. The expectation value of S² is 3.77.